Record 1
This record from the OMol25 dataset describes a structure of composition C31H23Br4ClN7O5W. The level of theory is ωB97M-V/def2-TZVPD.

Atoms and positions in Å:
C  -5.670  1.397  -3.814
C  -4.179  1.710  -1.984
C  -3.911  0.343  -1.939
N  -1.301  1.252  -2.639
C  6.757  -4.156  2.484
H  -2.345  6.301  3.439
O  7.374  -6.347  2.811
H  -1.842  -1.256  3.183
C  -1.537  0.664  -5.340
C  7.155  -7.764  3.026
N  3.521  -2.594  2.228
Br  -5.294  4.112  -2.907
H  6.045  -2.172  2.201
C  -1.398  5.459  0.316
C  -1.311  4.008  -0.031
H  3.005  -5.214  2.649
Br  -4.024  -2.329  -2.783
H  6.635  -7.917  3.970
O  -3.436  2.419  -1.111
C  -1.853  1.926  -4.860
H  7.810  -3.914  2.465
N  2.305  -2.792  2.504
H  -1.654  0.435  -6.391
H  -0.825  -1.287  -4.772
Br  -6.848  2.096  -5.084
H  4.740  -6.931  2.913
C  2.552  -0.743  0.181
C  0.147  -2.004  2.824
H  -1.965  3.169  -3.118
C  -2.446  4.093  1.821
H  -3.583  6.760  2.229
C  2.496  0.239  -0.782
H  6.599  -8.185  2.191
C  -2.534  6.509  2.386
C  1.426  -0.994  0.990
C  1.333  -1.925  2.090
Br  -6.169  -1.130  -5.048
O  -1.864  0.534  1.189
H  -1.921  7.360  2.101
H  -3.324  2.663  2.931
C  4.053  -4.953  2.588
H  3.357  0.468  -1.393
H  -0.683  -0.712  -2.377
W  -1.825  1.495  -0.540
C  5.795  -3.216  2.340
O  -2.966  0.013  -1.032
C  6.387  -5.519  2.680
C  4.417  -3.585  2.386
H  0.115  -2.716  3.637
O  -0.821  3.387  -1.014
H  -0.418  5.921  0.447
C  -0.986  0.026  -3.106
C  -0.953  -1.193  2.572
N  -3.150  3.652  2.839
C  -0.894  -0.307  1.518
C  -4.499  -0.519  -2.857
H  3.461  -1.305  0.321
H  1.242  1.706  -1.758
H  8.147  -8.197  3.072
C  5.012  -5.901  2.735
C  -5.382  0.010  -3.792
N  -2.143  5.360  1.570
N  0.221  0.712  -0.273
C  0.285  -0.221  0.726
C  1.314  0.946  -0.991
C  -5.061  2.255  -2.907
H  -1.955  6.010  -0.448
N  -1.915  3.256  0.873
Cl  -2.443  3.155  -5.891
C  -1.721  2.191  -3.509
H  -3.577  4.278  3.504
C  -1.080  -0.291  -4.442

## Properties
LUMO (alpha / beta) = -10.493 / -10.494 eV
Frontier orbital gap (alpha / beta) = 3.863 / 3.863 eV
E_HOMO (alpha / beta) = -14.36 / -14.36 eV
Energy above the lowest of the compared OMol25 structures with the same formula, charge and spin = 3.0 kcal/mol
Total charge = +3

Record 2
This record from the OMol25 dataset describes a structure of composition C31H23Cl4InN7O3. The level of theory is ωB97M-V/def2-TZVPD.

Atoms and positions in Å:
C  2.138  -3.673  -2.979
H  2.387  -5.726  -3.531
C  1.793  -3.297  -0.598
C  1.853  0.779  -2.850
C  -1.749  4.057  -1.458
C  -1.962  5.332  -0.918
H  -1.111  0.530  4.771
H  -2.535  0.025  3.799
C  1.915  -2.812  -1.906
N  1.494  0.123  2.032
C  1.363  -0.608  4.750
N  1.532  -1.023  -0.545
C  2.049  3.559  -2.921
C  -0.562  3.391  0.550
In  0.507  0.758  0.017
C  -1.450  0.079  3.836
H  2.118  4.637  -2.899
C  1.207  -1.174  2.367
N  -1.285  -1.926  -0.159
C  -1.064  3.074  -0.748
C  -0.876  -1.302  3.668
Cl  -0.140  4.997  2.649
C  1.747  1.007  3.018
N  -1.415  -0.632  0.222
O  -1.566  -2.261  3.413
C  -3.235  1.035  0.300
C  -3.358  -1.420  -0.574
H  -2.133  -4.538  -0.339
C  1.567  -2.157  0.254
C  1.888  -4.669  -0.335
O  -0.854  1.869  -1.207
H  2.246  1.297  5.094
C  -2.680  -0.309  -0.040
C  -0.776  4.658  1.069
H  -1.917  -3.995  -2.002
H  -2.513  1.631  0.855
H  1.942  2.025  2.722
H  1.990  3.352  -5.073
C  1.756  -1.362  -1.846
H  1.851  0.872  -4.986
H  1.983  3.355  -0.802
H  -0.417  -2.412  0.031
C  0.661  -1.473  3.746
C  -2.427  -2.436  -0.630
H  2.233  -3.277  -3.982
C  1.983  2.845  -1.759
H  1.451  -0.952  5.774
Cl  -1.725  7.209  1.031
H  -4.125  0.912  0.920
N  1.872  1.497  -1.700
O  0.100  2.444  1.205
H  0.813  -2.534  3.936
Cl  -2.829  6.525  -1.833
H  -4.393  -1.469  -0.872
N  1.817  -0.583  -2.915
H  2.169  -6.586  -1.225
C  1.980  2.833  -4.121
H  -3.543  -4.114  -1.315
C  2.222  -5.028  -2.719
Cl  -2.327  3.635  -3.039
C  1.821  0.609  4.373
C  2.096  -5.519  -1.401
H  -3.504  1.588  -0.600
H  -1.080  0.732  3.036
C  1.893  1.471  -4.087
N  1.308  -2.219  1.552
H  1.793  -5.041  0.677
C  -1.477  5.635  0.344
C  -2.510  -3.850  -1.097

## Properties
LUMO (alpha / beta) = 1.691 / 2.223 eV
Frontier orbital gap (alpha / beta) = 5.468 / 5.685 eV
E_HOMO (alpha / beta) = -3.78 / -3.46 eV
Total charge = -1

Record 3
This record from the OMol25 dataset describes a cluster of 5 separate species, C31H23F36NO6 in total. The level of theory is ωB97M-V/def2-TZVPD.

Atoms and positions in Å:
H  -4.468  -5.198  -1.146
H  -3.323  -2.430  -3.172
O  13.656  -0.032  2.526
O  -5.194  -1.777  -3.145
C  -2.892  4.729  4.152
F  7.423  0.595  2.181
H  -7.378  5.775  -6.670
F  1.172  -3.642  2.425
H  -2.059  5.134  6.112
F  -7.387  2.569  -7.510
H  13.424  -3.730  1.358
F  -7.020  4.307  -8.744
O  -0.264  -1.326  2.522
F  -6.068  -4.115  -0.659
H  10.849  -4.281  1.136
F  -5.649  2.856  4.643
O  -5.559  3.851  -7.172
C  -5.816  1.283  -4.736
F  -4.991  3.490  -4.528
C  13.090  -3.035  2.123
C  11.777  -2.439  1.667
C  9.616  -2.653  0.775
H  -3.420  2.733  2.407
O  -2.264  3.514  3.969
F  -5.851  0.713  4.944
C  10.764  -3.208  1.193
F  7.486  -1.676  -0.457
H  3.724  -1.579  2.035
C  -3.040  5.074  5.637
H  1.556  -0.439  3.042
F  -7.030  -1.520  -1.010
F  -3.304  1.479  5.444
F  -4.345  -4.342  0.649
H  -1.972  -2.127  0.601
C  10.500  0.993  1.513
C  7.147  -0.572  1.582
F  2.587  -2.920  3.917
F  -3.671  6.264  5.760
H  -5.639  0.327  -5.231
F  3.744  -3.512  1.569
F  -8.688  -1.489  -2.428
H  -3.820  2.919  -6.982
F  -4.063  4.793  3.496
H  7.369  -1.374  2.288
C  -4.845  2.352  -5.240
H  -7.222  -0.133  -2.416
C  8.073  -0.768  0.358
F  -7.102  1.637  -4.915
H  -5.109  1.819  -7.354
C  -0.482  -0.726  1.298
F  5.847  -0.661  1.254
H  0.808  -1.517  4.177
F  2.530  -2.050  0.514
H  -2.070  1.811  2.972
H  -5.676  1.543  3.144
C  12.471  -0.011  2.248
H  12.916  -3.592  3.041
F  -3.540  0.215  3.686
F  -1.202  -1.073  -0.915
C  1.938  -2.584  2.765
C  -4.274  -2.806  -2.796
H  13.809  -2.240  2.260
C  -4.733  -4.261  -0.647
C  -2.903  2.420  3.314
F  0.614  -0.076  0.868
F  -1.438  0.216  1.492
C  -5.281  1.657  4.157
F  -2.090  5.671  3.605
C  -6.903  3.824  -7.487
C  -7.719  4.742  -6.573
C  -4.016  -3.076  -1.301
C  -7.375  -1.201  -2.273
N  11.681  1.170  2.305
C  3.034  -2.366  1.720
H  8.809  -3.263  0.407
C  -3.762  1.468  4.172
H  11.404  1.500  3.223
F  -4.241  -1.945  -0.597
C  -6.549  -2.013  -3.277
F  -3.775  4.147  6.278
F  -6.885  -1.609  -4.529
H  -4.463  -3.726  -3.350
F  -9.025  4.667  -6.913
O  9.814  1.900  1.091
C  10.401  -0.516  1.310
F  8.210  0.360  -0.348
C  11.565  -1.105  1.735
C  1.028  -1.389  3.118
C  -4.858  2.687  -6.745
F  -2.682  -3.348  -1.192
F  -7.603  4.367  -5.285
C  9.411  -1.314  0.826
F  -5.646  1.105  -3.400
C  -1.024  -1.714  0.265
F  -3.597  1.874  -4.968
F  -0.157  -2.723  0.062
F  -6.824  -3.328  -3.219

## Properties
LUMO = -0.706 eV
Frontier orbital gap = 9.841 eV
Structure (SMILES) = Cc1ccc(C(F)(F)C(F)F)c2c1C(=O)NC2=O.FC(F)C(F)(F)COC(F)(F)C(F)F.FC(F)C(F)(F)COC(F)(F)C(F)F.FC(F)C(F)(F)COC(F)(F)C(F)F.FC(F)C(F)(F)COC(F)(F)C(F)F
E_HOMO = -10.55 eV

Record 4
This record from the OMol25 dataset describes a structure of composition C31H23N5O2ReSSe. The level of theory is ωB97M-V/def2-TZVPD.

Atoms and positions in Å:
C  5.181  0.700  -1.325
H  -2.025  -2.112  4.917
C  3.671  -1.015  -2.051
H  -4.904  3.619  -0.799
C  1.933  1.116  2.614
C  2.216  3.166  -1.942
C  -3.874  0.464  -1.424
S  1.447  -2.108  1.547
H  2.476  2.796  3.831
C  2.307  2.454  2.819
H  -3.410  -1.830  -2.996
C  -4.950  2.550  -0.950
Re  1.380  -1.051  -1.048
H  3.465  -2.656  -0.665
H  -1.250  0.813  -0.531
H  -5.148  -1.269  -1.500
N  -2.681  -0.281  -1.686
C  -0.097  -2.619  2.204
H  -7.201  0.017  -1.057
N  -8.324  3.235  -0.383
H  -2.855  2.356  -1.317
H  4.689  -1.545  1.169
N  1.307  -0.606  0.945
H  0.134  -1.383  3.953
C  2.452  3.325  1.773
Se  2.299  -1.665  -3.226
C  -1.273  -1.787  -2.440
C  -7.371  2.637  -0.608
H  -3.404  -3.782  3.727
C  -2.471  -3.447  3.293
C  -1.698  -2.507  3.965
H  5.755  1.594  -1.535
H  -2.645  -4.725  1.575
C  -3.800  1.836  -1.224
O  2.502  -2.263  2.485
C  -2.573  -1.416  -2.464
C  2.401  3.697  -0.686
C  5.255  0.120  -0.046
H  2.329  3.772  -2.830
C  -5.093  -0.197  -1.368
H  2.667  4.738  -0.555
N  -0.579  -0.885  -1.651
C  3.798  -1.640  -0.798
H  4.317  0.631  -3.283
C  -6.178  1.894  -0.890
C  -6.246  0.520  -1.106
H  1.756  1.376  -3.056
C  4.390  0.159  -2.312
H  1.829  0.449  3.460
C  4.579  -1.043  0.215
H  -0.495  -3.978  0.589
C  -2.050  -3.976  2.079
O  1.572  -2.799  0.227
C  -1.467  0.004  -1.207
N  1.725  1.013  -1.035
H  2.731  4.356  1.943
H  -0.785  -2.606  -2.939
C  1.714  0.648  1.340
C  1.889  1.530  0.237
C  -0.853  -3.561  1.520
C  1.893  1.822  -2.080
C  2.247  2.877  0.449
H  5.886  0.563  0.713
C  -0.494  -2.089  3.426

## Properties
LUMO (alpha / beta) = -6.529 / -7.729 eV
Frontier orbital gap (alpha / beta) = 7.384 / 6.698 eV
E_HOMO (alpha / beta) = -13.91 / -14.43 eV
Energy above the lowest of the compared OMol25 structures with the same formula, charge and spin = 0.0 kcal/mol
Total charge = +2
Spin multiplicity = 4